The following is a quantum chemistry calculation of a cluster of 2 separate species, C4H11NOP in total at a distorted geometry, from the OMol25 dataset.

Each line ends with the natural charge from an NBO analysis.
Cartesian coordinates (Å):
C 2.06950 -1.12632 -1.01313  -0.526
C -1.68117 0.57768 -1.30680  -0.622
C -0.26586 -0.57800 0.25999  0.028
C -0.63204 0.78244 -0.23125  -0.014
N -0.01528 -0.59335 1.68710  -0.735
O -1.11151 1.47601 0.90297  -0.747
P 2.80490 -0.81272 0.38765  0.393
H 1.63172 -1.24494 -2.02171  0.239
H -1.76960 1.65071 -1.81642  0.242
H -2.61950 0.23189 -0.87461  0.232
H -1.31880 -0.33625 -1.86776  0.220
H -0.72422 -1.43200 -0.21176  0.224
H 0.17429 1.45830 -0.73759  0.203
H 0.77868 0.04498 1.84050  0.451
H 0.37448 -1.47616 1.89104  0.447
H -0.84243 -0.22066 2.23450  0.482
H -0.94512 2.39012 0.76611  0.498
H 4.09195 -0.79173 0.11118  -0.014

For the energy above the lowest of the compared OMol25 structures with the same formula, charge and spin, the calculation gives 5.358 eV. The calculated total energy comes out at -17140.0806 eV. The HOMO energy (spin up / spin down) is -12.550 / -13.288 eV. Its net charge is +1.